Entry 1:
The following is a DFT calculation (the ωB97M-V functional and the def2-TZVPD basis) of a molecular structure, C36H51CaCl3F2N3O5P.

Properties
* Kohn-Sham gap: 6.5 eV
* total charge: -2
* energy relative to the best compared isomer or geometry (same formula, charge and spin): 24.8 kcal/mol

Positions of all 102 atoms, in Å:
1 Ca 0.01 1.24 -0.57
2 C 3.05 -1.86 2.47
3 C 1.73 -1.31 3.01
4 C 1.93 -0.64 4.37
5 C 0.65 -2.37 3.08
6 C 0.92 -3.59 3.70
7 C -0.03 -4.59 3.76
8 C -1.27 -4.36 3.20
9 C -1.60 -3.15 2.59
10 C -3.01 -3.01 2.03
11 C -3.91 -2.16 2.93
12 C -3.06 -2.51 0.59
13 C -0.63 -2.13 2.55
14 N -0.95 -0.91 1.95
15 C -1.46 0.02 2.67
16 C -2.06 1.22 2.22
17 C -2.88 2.03 3.02
18 C -3.49 2.94 2.17
19 C -3.00 2.66 0.88
20 N -2.13 1.63 0.90
21 C -3.44 3.36 -0.39
22 C -4.95 3.16 -0.56
23 C -2.74 2.79 -1.62
24 C -3.14 4.86 -0.28
25 H 3.76 -1.05 2.36
26 H 2.90 -2.31 1.49
27 H 3.48 -2.61 3.15
28 H 1.39 -0.55 2.31
29 H 2.28 -1.37 5.11
30 H 0.99 -0.21 4.74
31 H 2.67 0.16 4.29
32 H 1.90 -3.76 4.13
33 H 0.19 -5.53 4.25
34 H -2.02 -5.15 3.23
35 H -3.42 -4.02 2.03
36 H -3.61 -1.11 2.91
37 H -3.88 -2.51 3.97
38 H -4.95 -2.22 2.58
39 H -2.75 -1.47 0.51
40 H -4.08 -2.60 0.21
41 H -2.40 -3.10 -0.04
42 H -1.55 -0.14 3.76
43 H -3.03 1.92 4.09
44 H -4.20 3.71 2.43
45 H -5.18 2.09 -0.66
46 H -5.30 3.67 -1.46
47 H -5.50 3.54 0.30
48 H -2.83 1.71 -1.67
49 H -1.68 3.07 -1.63
50 H -3.18 3.21 -2.53
51 H -3.69 5.31 0.55
52 H -3.43 5.37 -1.21
53 H -2.07 5.02 -0.12
54 C -2.22 -2.72 -2.68
55 O -1.06 -3.02 -1.92
56 P 0.02 -1.86 -1.50
57 O 1.24 -2.25 -2.54
58 C 1.13 -1.90 -3.91
59 O 0.66 -2.55 -0.19
60 C 1.08 -3.90 -0.14
61 H -2.11 -3.13 -3.69
62 H -2.39 -1.64 -2.76
63 H -3.08 -3.18 -2.20
64 H 2.13 -1.68 -4.28
65 H 0.51 -1.01 -4.05
66 H 0.70 -2.72 -4.48
67 H 1.02 -4.22 0.90
68 H 2.11 -3.98 -0.50
69 H 0.44 -4.54 -0.75
70 C 3.61 2.33 -2.85
71 N 4.00 0.93 -2.91
72 C 5.42 0.78 -3.10
73 C 3.40 0.12 -1.84
74 C 3.50 0.69 -0.43
75 C 4.77 0.80 0.16
76 C 4.93 1.43 1.38
77 C 3.81 1.94 2.02
78 C 2.56 1.78 1.45
79 C 2.33 1.15 0.21
80 H 3.81 2.80 -3.81
81 H 4.16 2.88 -2.07
82 H 2.55 2.41 -2.62
83 H 5.70 1.22 -4.06
84 H 5.69 -0.28 -3.11
85 H 6.03 1.28 -2.32
86 H 3.85 -0.88 -1.89
87 H 2.34 0.01 -2.08
88 H 5.64 0.38 -0.34
89 H 5.92 1.51 1.83
90 H 3.92 2.46 2.97
91 H 1.70 2.19 2.00
92 F 0.18 4.53 0.08
93 C 0.66 3.68 -0.97
94 F 0.24 4.37 -2.15
95 H 1.74 3.89 -0.95
96 Cl 0.76 1.79 -4.40
97 C -0.81 1.43 -5.12
98 Cl -1.71 2.94 -5.37
99 Cl -0.54 0.66 -6.71
100 C -1.71 0.45 -4.21
101 O -2.70 0.02 -4.78
102 O -1.26 0.24 -3.07

---

Entry 2:
The following is a DFT calculation (the ωB97M-V functional and the def2-TZVPD basis) of 2 unconnected molecules or ions with the total composition C6H10O3SSi2.

Properties
* SMILES: [SiH3]O[SiH2]Oc1ccccc1.O=S
* Kohn-Sham gap (spin up / spin down): 7.2 / 7.2 eV
* total charge: 0
* energy relative to the best compared isomer or geometry (same formula, charge and spin): 0.0 kcal/mol

Positions of all 22 atoms, in Å:
1 C -0.79 2.14 -2.40
2 C -1.43 0.85 -2.41
3 C -0.14 2.56 -1.23
4 C -1.55 0.09 -1.26
5 C -0.27 1.77 -0.12
6 C -0.88 0.55 -0.12
7 O 1.35 -1.34 1.82
8 O 1.84 -0.44 5.17
9 O -1.04 -0.17 1.01
10 Si 2.12 -2.56 1.03
11 Si 0.04 -0.43 2.22
12 S 2.81 0.65 5.31
13 H -0.46 2.77 -3.28
14 H -2.03 0.60 -3.28
15 H 0.51 3.35 -1.00
16 H -1.83 -0.96 -1.43
17 H 0.16 2.08 0.83
18 H 1.54 -3.81 1.68
19 H 1.71 -2.50 -0.55
20 H 3.51 -2.06 1.23
21 H 0.83 0.73 2.63
22 H -0.83 -1.04 3.21

---

Entry 3:
The following is a DFT calculation (the ωB97M-V functional and the def2-TZVPD basis) of a molecular structure, C2H8ClN4O2.

Properties
* Kohn-Sham gap: 7.7 eV
* total charge: -1
* energy relative to the best compared isomer or geometry (same formula, charge and spin): 103.7 kcal/mol

Positions of all 17 atoms, in Å:
1 Cl 0.56 1.64 -1.96
2 C -1.56 -0.26 -0.88
3 O -1.18 -0.56 -2.01
4 N -2.57 -0.79 -0.27
5 N -0.75 0.40 -0.02
6 H -2.76 -0.67 0.71
7 H -3.20 -1.34 -0.83
8 H -1.13 0.61 0.90
9 H 0.09 0.86 -0.34
10 C 1.78 -0.43 0.73
11 O 2.29 -1.50 1.05
12 N 1.92 0.12 -0.44
13 N 1.02 0.30 1.49
14 H 2.51 -0.46 -1.00
15 H 1.31 0.89 -0.70
16 H 1.19 0.15 2.47
17 H 0.47 1.05 1.10

---

Entry 4:
The following is a DFT calculation (the ωB97M-V functional and the def2-TZVPD basis) of a molecular structure, C19H44CrNO2P2S.

Properties
* Kohn-Sham gap (spin up / spin down): 8.4 / 7.8 eV
* total charge: +2
* multiplicity: 4
* energy relative to the best compared isomer or geometry (same formula, charge and spin): 0.7 kcal/mol

Positions of all 70 atoms, in Å:
1 Cr -0.32 0.28 -0.31
2 P -0.17 -1.80 -1.27
3 P 0.03 2.43 0.55
4 N 1.12 0.81 -1.76
5 C 1.42 -1.59 -2.17
6 H 2.10 -2.42 -1.95
7 H 1.18 -1.66 -3.24
8 C 2.13 -0.27 -1.92
9 H 2.75 -0.27 -1.01
10 H 2.78 0.02 -2.76
11 C 1.70 2.20 -1.68
12 H 1.13 2.84 -2.37
13 H 2.72 2.13 -2.08
14 C 1.67 2.69 -0.26
15 H 1.92 3.76 -0.23
16 H 2.41 2.16 0.35
17 C 0.18 2.98 2.32
18 C 0.36 1.81 3.29
19 H 1.35 1.36 3.21
20 H -0.40 1.03 3.08
21 H 0.22 2.14 4.32
22 C -1.04 3.67 -0.27
23 C -2.51 3.49 0.13
24 H -3.13 3.58 -0.78
25 H -2.84 4.25 0.84
26 H -2.71 2.50 0.55
27 C -1.45 -2.25 -2.50
28 C -2.73 -2.83 -1.88
29 H -3.55 -2.68 -2.59
30 H -3.00 -2.30 -0.95
31 H -2.66 -3.91 -1.68
32 C 0.09 -3.32 -0.23
33 C -1.03 -3.51 0.79
34 H -0.66 -4.18 1.58
35 H -1.90 -3.99 0.33
36 H -1.36 -2.58 1.26
37 C -1.83 -0.04 0.78
38 C -0.50 5.11 -0.10
39 H 0.35 5.20 0.59
40 H -0.15 5.48 -1.09
41 H -1.29 5.80 0.23
42 C -0.91 -3.08 -3.70
43 H -1.65 -3.84 -4.00
44 H -0.77 -2.42 -4.56
45 H 0.05 -3.59 -3.50
46 C 0.33 -4.59 -1.04
47 H 0.53 -5.40 -0.34
48 H -0.55 -4.88 -1.63
49 H 1.19 -4.51 -1.72
50 C -0.98 3.80 2.85
51 H -1.92 3.23 2.77
52 H -0.81 3.96 3.92
53 H -1.11 4.77 2.38
54 H 1.11 3.56 2.31
55 H 1.03 -3.08 0.31
56 H -0.95 3.41 -1.33
57 H -1.70 -1.25 -2.88
58 O -2.74 -0.25 1.50
59 H 0.51 0.79 -2.59
60 H -1.32 0.77 -1.33
61 C 2.96 -2.10 1.88
62 S 1.61 -0.97 1.50
63 C 0.57 -1.41 2.91
64 O 2.29 0.35 1.81
65 H 2.63 -3.13 1.92
66 H 3.36 -1.78 2.84
67 H 3.73 -2.00 1.11
68 H 0.59 -2.51 2.99
69 H -0.45 -1.05 2.72
70 H 1.02 -0.92 3.77

---

Entry 5:
The following is a DFT calculation (the ωB97M-V functional and the def2-TZVPD basis) of 13 unconnected molecules or ions with the total composition C4H32NO14.

Properties
* Kohn-Sham gap: 10.0 eV
* total charge: -1
* energy relative to the best compared isomer or geometry (same formula, charge and spin): 91.4 kcal/mol

Positions of all 51 atoms, in Å:
1 C 1.58 0.00 0.00
2 C 2.12 1.27 -0.55
3 N 1.99 2.42 0.21
4 C 1.32 2.56 1.49
5 C 0.28 3.63 1.47
6 O -0.99 3.23 0.95
7 O 2.76 1.29 -1.59
8 H 0.60 -0.01 0.48
9 H 2.36 -0.43 0.64
10 H 1.42 -0.71 -0.86
11 H 2.51 3.28 0.04
12 H 0.74 1.63 1.76
13 H 2.10 2.51 2.32
14 H 0.01 3.88 2.53
15 H 0.52 4.44 0.81
16 H -0.98 2.22 0.88
17 H -2.14 1.11 1.96
18 O -1.71 0.62 1.22
19 H -2.26 -1.93 -3.09
20 H -1.40 -0.83 -3.63
21 O -1.80 -1.71 -3.91
22 H -1.32 1.34 -2.64
23 H 0.15 1.35 -2.63
24 O -0.59 0.78 -2.91
25 H -2.12 -3.38 -1.46
26 H -1.85 -2.63 -0.22
27 O -1.56 -2.65 -1.14
28 H -1.78 -0.97 1.18
29 H -2.91 -1.82 1.73
30 O -2.05 -1.92 1.32
31 H 0.05 -2.75 -2.93
32 H 0.21 -1.26 -2.83
33 O 0.56 -2.08 -2.47
34 H 1.46 -2.14 3.60
35 H 1.31 -0.55 3.79
36 O 1.91 -1.34 3.87
37 H -2.62 2.60 -1.43
38 H -1.34 3.32 -1.27
39 O -1.97 3.15 -1.96
40 H -0.82 0.24 2.29
41 H -0.43 -1.15 2.80
42 O -0.22 -0.24 3.08
43 H 3.07 -2.08 2.23
44 H 3.21 -2.38 0.78
45 O 2.86 -2.75 1.60
46 H -2.76 1.11 0.15
47 H -2.48 0.38 -0.99
48 O -3.12 1.09 -0.79
49 H 1.55 -4.17 0.29
50 H 0.39 -4.20 -0.72
51 O 0.80 -4.69 0.00

---

Entry 6:
The following is a DFT calculation (the ωB97M-V functional and the def2-TZVPD basis) of 2 unconnected molecules or ions with the total composition C3H9NO3S.

Properties
* SMILES: N[C@H](CS)C(=O)O.O
* Kohn-Sham gap: 9.3 eV
* total charge: 0
* energy relative to the best compared isomer or geometry (same formula, charge and spin): 16.0 kcal/mol

Positions of all 17 atoms, in Å:
1 O -2.29 0.32 -1.13
2 C -1.11 0.26 -0.94
3 O -0.20 0.37 -1.93
4 C -0.45 0.05 0.43
5 C -1.39 -0.86 1.18
6 S -0.93 -1.33 2.87
7 N 0.85 -0.61 0.29
8 H -0.60 0.48 -2.80
9 H -0.31 1.09 0.78
10 H -1.59 -1.77 0.61
11 H -2.42 -0.49 1.23
12 H 0.36 -1.58 2.69
13 H 1.43 -0.15 -0.42
14 H 1.37 -0.52 1.15
15 H 2.96 1.09 -1.64
16 H 1.84 2.10 -1.41
17 O 2.48 1.56 -0.94

---

Entry 7:
The following is a DFT calculation (the ωB97M-V functional and the def2-TZVPD basis) of 2 unconnected molecules or ions with the total composition C12H17N.

Properties
* SMILES: Cc1c[nH]c2ccccc12.CCC
* Kohn-Sham gap: 8.6 eV
* total charge: 0
* energy relative to the best compared isomer or geometry (same formula, charge and spin): 41.4 kcal/mol

Positions of all 30 atoms, in Å:
1 C -0.08 -3.18 -0.27
2 C 1.69 0.07 -0.44
3 C 0.64 -0.73 -0.89
4 C 0.51 -1.80 0.02
5 C 1.49 -1.67 0.99
6 C 2.04 1.30 -0.99
7 C 1.28 1.73 -2.07
8 C -0.09 -0.25 -1.97
9 C 0.26 0.94 -2.60
10 N 2.21 -0.52 0.72
11 H 3.12 -0.25 1.05
12 H 2.87 1.82 -0.55
13 H 1.69 -2.45 1.69
14 H 1.25 2.80 -2.22
15 H -0.82 -1.00 -2.32
16 H 0.70 -3.89 -0.59
17 H -0.93 -3.02 -0.92
18 H -0.08 1.20 -3.58
19 H -0.36 -3.65 0.68
20 C -2.07 1.31 1.47
21 C -1.36 2.21 0.45
22 C -1.30 0.07 2.02
23 H -2.52 1.74 2.37
24 H -2.91 0.86 0.94
25 H -1.65 2.04 -0.60
26 H -1.67 -0.88 1.61
27 H -0.29 2.07 0.41
28 H -1.76 3.24 0.56
29 H -0.23 -0.05 1.96
30 H -1.60 -0.05 3.07

---

Entry 8:
The following is a DFT calculation (the ωB97M-V functional and the def2-TZVPD basis) of a molecular structure, C50H51BrCl2MgN2P2S2Si.

Properties
* Kohn-Sham gap: 7.2 eV
* total charge: 0

Positions of all 112 atoms, in Å:
1 Mg -0.74 -1.30 -1.17
2 Cl -2.74 -2.76 -2.23
3 C -2.05 -4.35 -2.19
4 C -2.55 -5.30 -3.07
5 C -2.03 -6.58 -3.05
6 C -1.01 -6.90 -2.16
7 C -0.53 -5.94 -1.29
8 Cl 0.73 -6.37 -0.20
9 C -1.04 -4.62 -1.25
10 S -0.49 -3.49 -0.07
11 H -3.34 -5.03 -3.75
12 H -2.42 -7.33 -3.73
13 H -0.59 -7.89 -2.14
14 C 0.17 2.47 2.27
15 N 1.33 1.59 2.50
16 C 1.97 0.84 1.42
17 P 1.06 -0.79 1.06
18 C 2.46 -1.70 0.30
19 C 2.85 -2.96 0.74
20 C 3.88 -3.63 0.10
21 C 4.51 -3.06 -1.00
22 C 4.10 -1.82 -1.46
23 C 3.08 -1.14 -0.82
24 C 1.07 -1.49 2.75
25 C 2.10 -1.28 3.67
26 C 2.06 -1.89 4.91
27 C 1.00 -2.72 5.25
28 C -0.02 -2.93 4.35
29 C 0.01 -2.31 3.10
30 C 2.10 1.98 3.60
31 C 3.48 2.14 3.53
32 C 4.21 2.49 4.66
33 C 3.58 2.69 5.87
34 C 2.21 2.55 5.95
35 C 1.47 2.20 4.84
36 P -0.82 2.35 0.70
37 C -2.18 3.42 1.30
38 C -2.62 4.56 0.63
39 C -3.72 5.27 1.10
40 C -4.38 4.86 2.24
41 C -3.98 3.71 2.90
42 C -2.90 2.98 2.42
43 C 0.08 3.54 -0.37
44 C 0.45 4.82 0.05
45 C 1.05 5.71 -0.82
46 C 1.29 5.33 -2.14
47 C 0.95 4.06 -2.57
48 C 0.35 3.17 -1.69
49 H 0.51 3.51 2.33
50 H -0.55 2.32 3.07
51 H 2.96 0.54 1.74
52 H 2.06 1.44 0.51
53 H 2.34 -3.42 1.57
54 H 4.18 -4.61 0.45
55 H 5.32 -3.59 -1.49
56 H 4.57 -1.39 -2.34
57 H 2.76 -0.18 -1.20
58 H 2.94 -0.65 3.43
59 H 2.87 -1.72 5.62
60 H 0.99 -3.22 6.21
61 H -0.84 -3.59 4.61
62 H -0.78 -2.49 2.39
63 H 3.99 2.02 2.59
64 H 5.28 2.62 4.57
65 H 4.16 2.97 6.75
66 H 1.70 2.70 6.90
67 H 0.40 2.08 4.93
68 H -2.11 4.89 -0.26
69 H -4.04 6.16 0.57
70 H -5.24 5.42 2.61
71 H -4.50 3.37 3.78
72 H -2.62 2.06 2.91
73 H 0.25 5.12 1.07
74 H 1.33 6.69 -0.48
75 H 1.75 6.03 -2.83
76 H 1.14 3.76 -3.59
77 H 0.09 2.17 -2.04
78 C -3.57 -1.75 3.47
79 S -3.31 -1.78 1.68
80 C -4.62 -2.91 1.16
81 H -3.51 -2.76 3.86
82 H -4.54 -1.31 3.70
83 H -2.77 -1.15 3.89
84 H -5.59 -2.49 1.41
85 H -4.47 -3.88 1.64
86 H -4.53 -3.03 0.08
87 Br -6.36 0.49 -0.84
88 C -4.74 0.63 -1.80
89 C -4.70 1.25 -3.03
90 C -3.48 1.29 -3.69
91 C -2.37 0.70 -3.11
92 N -2.42 0.12 -1.91
93 C -3.59 0.09 -1.26
94 H -5.59 1.68 -3.47
95 H -3.40 1.77 -4.66
96 H -1.41 0.68 -3.61
97 H -3.60 -0.40 -0.29
98 C 1.09 0.55 -6.54
99 Si 2.14 -0.44 -5.31
100 C 2.78 -2.02 -6.12
101 C 3.61 0.63 -4.78
102 C 1.11 -0.83 -3.84
103 C 0.44 -1.07 -2.84
104 H 1.64 0.76 -7.46
105 H 0.79 1.52 -6.12
106 H 0.18 0.01 -6.80
107 H 3.42 -1.82 -6.98
108 H 1.95 -2.64 -6.47
109 H 3.35 -2.61 -5.40
110 H 4.16 1.01 -5.65
111 H 4.31 0.05 -4.18
112 H 3.30 1.48 -4.18

---

Entry 9:
The following is a DFT calculation (the ωB97M-V functional and the def2-TZVPD basis) of a molecular structure, C22H17BF10N2O3S2SiTa.

Properties
* Kohn-Sham gap: 6.9 eV
* total charge: +1
* energy relative to the best compared isomer or geometry (same formula, charge and spin): 34.2 kcal/mol

Positions of all 59 atoms, in Å:
1 Ta -0.48 -0.22 -0.55
2 F -7.08 -1.11 1.83
3 C -5.76 -1.19 1.74
4 C -5.11 -0.78 0.58
5 F -5.79 -0.28 -0.44
6 C -3.73 -0.91 0.50
7 F -3.08 -0.52 -0.64
8 C -2.96 -1.41 1.55
9 S -1.22 -1.54 1.44
10 C -3.63 -1.79 2.71
11 F -2.93 -2.26 3.74
12 C -5.01 -1.69 2.81
13 F -5.63 -2.05 3.93
14 C 2.85 -3.49 -1.36
15 Si 1.53 -2.85 -0.14
16 C 1.88 -2.77 1.73
17 C 0.05 -4.00 -0.51
18 N 1.24 -1.04 -0.51
19 C 2.40 -0.38 -0.86
20 C 3.69 -0.68 -0.40
21 C 4.80 0.00 -0.86
22 C 4.68 1.01 -1.81
23 C 3.42 1.38 -2.24
24 C 2.33 0.71 -1.73
25 F 1.05 1.16 -2.07
26 H 3.22 -4.46 -1.01
27 H 3.71 -2.84 -1.52
28 H 2.39 -3.66 -2.33
29 H 1.24 -3.46 2.26
30 H 1.70 -1.78 2.12
31 H 2.90 -3.04 1.97
32 H 0.30 -4.98 -0.12
33 H -0.11 -4.11 -1.58
34 H -0.89 -3.70 -0.06
35 H 3.81 -1.42 0.37
36 H 5.77 -0.25 -0.47
37 H 5.55 1.52 -2.19
38 H 3.27 2.19 -2.94
39 O 2.14 2.03 0.74
40 C 0.96 2.28 0.79
41 N -0.02 1.32 0.77
42 S -1.48 1.99 0.46
43 O -2.48 1.39 1.28
44 O -1.61 1.64 -0.95
45 C -1.02 3.68 0.73
46 C -1.74 4.85 0.78
47 C -1.02 6.04 0.92
48 C 0.36 6.02 1.01
49 C 1.07 4.83 0.98
50 C 0.36 3.65 0.85
51 H -2.82 4.86 0.72
52 H -1.55 6.97 0.96
53 H 0.90 6.96 1.10
54 H 2.15 4.80 1.05
55 F -1.30 -0.01 -2.91
56 B -0.92 -1.33 -3.16
57 F -1.45 -1.92 -4.20
58 F 0.45 -1.38 -3.03
59 F -1.36 -1.96 -1.84

---

Entry 10:
The following is a DFT calculation (the ωB97M-V functional and the def2-TZVPD basis) of C5H8O2 in the gas phase.

Properties
* Kohn-Sham gap (spin up / spin down): 7.2 / 7.2 eV
* total charge: 0
* energy relative to the best compared isomer or geometry (same formula, charge and spin): 98.1 kcal/mol

Positions of all 15 atoms, in Å:
1 C -0.32 1.34 -0.02
2 C -0.99 -1.09 0.06
3 C 0.51 0.83 -1.14
4 C -1.08 0.30 0.66
5 C 0.54 -1.10 0.16
6 O 1.30 -0.32 -0.61
7 O 1.14 -1.64 1.18
8 H 0.30 2.03 0.66
9 H -1.06 2.07 -0.48
10 H -1.38 -1.87 0.71
11 H -1.54 -1.21 -0.95
12 H -0.01 0.23 -1.85
13 H 1.43 1.44 -1.45
14 H -0.76 0.23 1.71
15 H 1.93 -1.23 1.37